A cluster of 11 separate species, C48H95F8N16O16S8 in total in a non-equilibrium geometry. Source: the OMol25 dataset; level of theory: ωB97M-V/def2-TZVPD.

Last columns: bonded neighbours and bond lengths (Å).
Element x y z (Å)
1 C 5.69 -2.60 10.62  C2 1.559, H11 1.090, H12 1.090, H13 1.090
2 C 4.40 -1.84 11.03  C1 1.559, C3 1.524, H14 1.090, H15 1.090
3 C 3.08 -2.16 10.33  C2 1.524, C4 1.581, H16 1.090, H17 1.090
4 C 3.13 -1.70 8.82  C3 1.581, N5 1.516, H18 1.090, H19 1.090
5 N 2.07 -2.22 7.87  C4 1.516, C6 1.496, C9 1.545, C10 1.594
6 C 2.21 -1.55 6.54  N5 1.496, C7 1.545, H20 1.090, H21 1.090
7 C 0.82 -0.92 6.32  C6 1.545, C8 1.502, H22 1.090, H23 1.090
8 C -0.20 -1.53 7.24  C7 1.502, C9 1.527, H24 1.090, H25 1.090
9 C 0.72 -1.75 8.44  N5 1.545, C8 1.527, H26 1.090, H27 1.090
10 C 2.28 -3.80 7.76  N5 1.594, H28 1.090, H29 1.090, H30 1.090
11 H 6.59 -2.23 11.12  C1 1.090
12 H 5.90 -2.61 9.55  C1 1.090
13 H 5.64 -3.61 11.04  C1 1.090
14 H 4.59 -0.78 10.87  C2 1.090
15 H 4.25 -1.81 12.10  C2 1.090
16 H 2.22 -1.57 10.64  C3 1.090
17 H 2.85 -3.21 10.52  C3 1.090
18 H 4.06 -2.10 8.41  C4 1.090
19 H 3.07 -0.63 8.63  C4 1.090
20 H 2.54 -2.36 5.88  C6 1.090
21 H 2.95 -0.75 6.45  C6 1.090
22 H 0.51 -0.79 5.28  C7 1.090
23 H 0.87 0.11 6.66  C7 1.090
24 H -0.55 -2.47 6.81  C8 1.090
25 H -1.00 -0.82 7.47  C8 1.090
26 H 0.29 -2.55 9.05  C9 1.090
27 H 0.83 -0.90 9.12  C9 1.090
28 H 1.85 -4.14 6.82  C10 1.090
29 H 1.68 -4.15 8.60  C10 1.090
30 H 3.29 -4.18 7.86  C10 1.090
31 C -5.19 1.77 3.49  C32 1.514, H41 1.090, H42 1.090, H43 1.090
32 C -4.09 2.28 4.39  C31 1.514, C33 1.551, H44 1.090, H45 1.090
33 C -4.32 3.59 5.19  C32 1.551, C34 1.546, H46 1.090, H47 1.090
34 C -3.74 3.56 6.62  C33 1.546, N35 1.541, H48 1.090, H49 1.090
35 N -4.16 4.75 7.50  C34 1.541, C36 1.570, C39 1.531, C40 1.550
36 C -3.37 4.66 8.85  N35 1.570, C37 1.540, H50 1.090, H51 1.090
37 C -4.32 5.33 9.86  C36 1.540, C38 1.513, H52 1.090, H53 1.090
38 C -5.74 5.04 9.43  C37 1.513, C39 1.515, H54 1.090, H55 1.090
39 C -5.59 4.53 8.01  N35 1.531, C38 1.515, H56 1.090, H57 1.090
40 C -4.12 6.11 6.76  N35 1.550, H58 1.090, H59 1.090, H60 1.090
41 H -5.52 0.77 3.79  C31 1.090
42 H -4.81 1.89 2.47  C31 1.090
43 H -6.07 2.41 3.52  C31 1.090
44 H -3.17 2.46 3.83  C32 1.090
45 H -3.90 1.47 5.10  C32 1.090
46 H -5.39 3.82 5.17  C33 1.090
47 H -4.06 4.49 4.64  C33 1.090
48 H -2.66 3.71 6.60  C34 1.090
49 H -3.97 2.68 7.23  C34 1.090
50 H -2.41 5.17 8.69  C36 1.090
51 H -3.31 3.64 9.22  C36 1.090
52 H -4.03 6.38 9.91  C37 1.090
53 H -4.05 4.99 10.86  C37 1.090
54 H -6.32 5.95 9.61  C38 1.090
55 H -6.08 4.21 10.04  C38 1.090
56 H -6.30 5.13 7.43  C39 1.090
57 H -5.93 3.52 7.81  C39 1.090
58 H -4.77 5.91 5.91  C40 1.090
59 H -3.08 6.32 6.52  C40 1.090
60 H -4.59 6.85 7.41  C40 1.090
61 C -3.07 -5.48 -5.13  C62 1.588, H69 1.090, H70 1.090, H71 1.090
62 C -4.52 -6.10 -4.94  C61 1.588, N63 1.531, H72 1.090, H73 1.090
63 N -5.51 -5.29 -4.09  C62 1.531, C64 1.429, C67 1.423
64 C -6.86 -5.66 -3.82  N63 1.429, C65 1.398, H74 1.080
65 C -7.32 -4.70 -2.91  C64 1.398, N66 1.372, H75 1.080
66 N -6.28 -3.95 -2.42  C65 1.372, C67 1.368, C68 1.462
67 C -5.16 -4.30 -3.13  N63 1.423, N66 1.368, H76 1.080
68 C -6.40 -3.02 -1.30  N66 1.462, H77 1.090, H78 1.090, H79 1.090
69 H -2.40 -6.24 -5.54  C61 1.090
70 H -2.72 -5.32 -4.11  C61 1.090
71 H -2.88 -4.61 -5.75  C61 1.090
72 H -4.52 -7.13 -4.56  C62 1.090
73 H -5.01 -6.17 -5.91  C62 1.090
74 H -7.32 -6.48 -4.35  C64 1.080
75 H -8.29 -4.57 -2.46  C65 1.080
76 H -4.15 -3.95 -3.03  C67 1.080
77 H -5.51 -2.44 -1.04  C68 1.090
78 H -6.88 -3.51 -0.46  C68 1.090
79 H -7.06 -2.16 -1.44  C68 1.090
80 C 4.28 -4.21 -5.78  C81 1.514, H88 1.090, H89 1.090, H90 1.090
81 C 3.13 -3.92 -6.72  C80 1.514, N82 1.469, H91 1.090, H92 1.090
82 N 3.13 -2.50 -7.10  C81 1.469, C83 1.428, C86 1.403
83 C 3.83 -1.84 -8.16  N82 1.428, C84 1.366, H93 1.080
84 C 3.76 -0.49 -7.97  C83 1.366, N85 1.327, H94 1.080
85 N 2.84 -0.22 -7.05  C84 1.327, C86 1.371, C87 1.496
86 C 2.55 -1.41 -6.43  N82 1.403, N85 1.371, H95 1.080
87 C 2.45 1.18 -6.69  N85 1.496, H96 1.090, H97 1.090, H98 1.090
88 H 4.32 -5.29 -5.61  C80 1.090
89 H 4.26 -3.57 -4.90  C80 1.090
90 H 5.20 -3.85 -6.25  C80 1.090
91 H 2.20 -4.14 -6.20  C81 1.090
92 H 3.30 -4.49 -7.64  C81 1.090
93 H 4.37 -2.43 -8.88  C83 1.080
94 H 4.15 0.37 -8.49  C84 1.080
95 H 2.00 -1.46 -5.50  C86 1.080
96 H 3.22 1.93 -6.87  C87 1.090
97 H 2.21 1.19 -5.62  C87 1.090
98 H 1.52 1.44 -7.20  C87 1.090
99 C 8.44 3.11 2.27  C100 1.641, H107 1.090, H108 1.090, H109 1.090
100 C 7.43 3.88 3.30  C99 1.641, N101 1.438, H110 1.090, H111 1.090
101 N 6.12 4.00 2.71  C100 1.438, C102 1.389, C105 1.421
102 C 5.75 4.98 1.80  N101 1.389, C103 1.396, H112 1.080
103 C 4.42 4.74 1.44  C102 1.396, N104 1.376, H113 1.080
104 N 3.86 3.86 2.34  C103 1.376, C105 1.355, C106 1.465
105 C 4.92 3.28 2.95  N101 1.421, N104 1.355, H114 1.080
106 C 2.47 3.40 2.34  N104 1.465, H115 1.090, H116 1.090, H117 1.090
107 H 8.24 2.03 2.28  C99 1.090
108 H 9.47 3.16 2.63  C99 1.090
109 H 8.43 3.47 1.24  C99 1.090
110 H 7.75 4.90 3.54  C100 1.090
111 H 7.30 3.42 4.28  C100 1.090
112 H 6.51 5.59 1.33  C102 1.080
113 H 3.88 5.44 0.82  C103 1.080
114 H 4.92 2.35 3.50  C105 1.080
115 H 2.59 2.31 2.39  C106 1.090
116 H 1.96 3.77 1.46  C106 1.090
117 H 1.94 3.77 3.22  C106 1.090
118 C -2.14 -0.99 -11.26  C119 1.624, H126 1.090, H127 1.090, H128 1.090
119 C -1.97 -1.13 -9.65  C118 1.624, N120 1.433, H129 1.090, H130 1.090
120 N -3.26 -1.47 -9.14  C119 1.433, C121 1.382, C124 1.426
121 C -4.04 -2.55 -9.51  N120 1.382, C122 1.351, H131 1.080
122 C -5.22 -2.59 -8.86  C121 1.351, N123 1.390, H132 1.080
123 N -5.25 -1.49 -8.01  C122 1.390, C124 1.381, C125 1.487
124 C -4.06 -0.81 -8.16  N120 1.426, N123 1.381, H133 1.080
125 C -6.29 -1.03 -7.06  N123 1.487, H134 1.090, H135 1.090, H136 1.090
126 H -2.17 -1.92 -11.83  C118 1.090
127 H -1.34 -0.39 -11.70  C118 1.090
128 H -3.05 -0.48 -11.60  C118 1.090
129 H -1.56 -0.23 -9.20  C119 1.090
130 H -1.35 -1.99 -9.38  C119 1.090
131 H -3.61 -3.22 -10.25  C121 1.080
132 H -5.99 -3.35 -8.78  C122 1.080
133 H -3.80 0.10 -7.63  C124 1.080
134 H -6.92 -0.43 -7.72  C125 1.090
135 H -6.03 -0.24 -6.35  C125 1.090
136 H -6.92 -1.83 -6.66  C125 1.090
137 C 2.56 9.49 -7.22  C138 1.580, H145 1.090, H146 1.090, H147 1.090
138 C 3.18 8.61 -6.06  C137 1.580, N139 1.446, H148 1.090, H149 1.090
139 N 2.17 8.37 -5.05  C138 1.446, C140 1.357, C143 1.377
140 C 1.81 9.10 -3.96  N139 1.357, C141 1.388, H150 1.080
141 C 0.88 8.37 -3.25  C140 1.388, N142 1.415, H151 1.080
142 N 0.48 7.26 -4.03  C141 1.415, C143 1.364, C144 1.416
143 C 1.26 7.34 -5.15  N139 1.377, N142 1.364, H152 1.080
144 C -0.52 6.27 -3.84  N142 1.416, H153 1.090, H154 1.090, H155 1.090
145 H 2.21 10.48 -6.92  C137 1.090
146 H 1.69 8.96 -7.60  C137 1.090
147 H 3.26 9.60 -8.05  C137 1.090
148 H 3.97 9.28 -5.73  C138 1.090
149 H 3.61 7.63 -6.26  C138 1.090
150 H 2.43 9.97 -3.78  C140 1.080
151 H 0.38 8.57 -2.31  C141 1.080
152 H 1.15 6.60 -5.93  C143 1.080
153 H -0.73 5.72 -4.75  C144 1.090
154 H -1.38 6.68 -3.31  C144 1.090
155 H -0.18 5.53 -3.11  C144 1.090
156 N -1.13 -1.61 -2.63  S157 1.557, S161 1.674
157 S -0.36 -1.88 -1.30  N156 1.557, O158 1.473, O159 1.480, F160 1.595, S161 2.334
158 O -1.03 -1.78 0.01  S157 1.473
159 O 1.10 -1.68 -1.40  S157 1.480
160 F -0.51 -3.45 -1.58  S157 1.595
161 S -1.40 -0.01 -2.23  N156 1.674, S157 2.334, O162 1.475, O163 1.456, F164 1.622
162 O -0.28 0.84 -1.78  S161 1.475
163 O -2.73 0.49 -1.93  S161 1.456
164 F -1.27 0.43 -3.79  S161 1.622
165 N 5.78 2.36 -4.28  S166 1.545, S170 1.628
166 S 5.94 3.70 -3.53  N165 1.545, O167 1.464, O168 1.442, F169 1.583, S170 2.250
167 O 7.17 4.10 -2.84  S166 1.464
168 O 4.73 4.38 -3.13  S166 1.442
169 F 6.23 4.45 -4.89  S166 1.583
170 S 5.70 1.56 -2.87  N165 1.628, S166 2.250, O171 1.487, O172 1.439, F173 1.619
171 O 4.57 1.68 -1.91  S170 1.487
172 O 7.00 1.30 -2.30  S170 1.439
173 F 5.39 0.09 -3.46  S170 1.619
174 N -3.70 -7.41 3.12  S175 1.484, S179 1.734
175 S -2.27 -7.22 2.77  N174 1.484, O176 1.422, O177 1.483, F178 1.638, S179 2.281
176 O -1.56 -6.04 3.13  S175 1.422
177 O -1.75 -8.00 1.61  S175 1.483
178 F -1.72 -8.16 4.00  S175 1.638
179 S -4.16 -6.75 1.58  N174 1.734, S175 2.281, O180 1.464, O181 1.472, F182 1.679
180 O -4.23 -7.51 0.34  S179 1.464
181 O -3.87 -5.31 1.42  S179 1.472
182 F -5.80 -6.62 1.92  S179 1.679
183 N 2.93 -10.40 -2.93  S184 1.552, S188 1.760
184 S 1.59 -9.63 -2.90  N183 1.552, O185 1.447, O186 1.478, F187 1.600, S188 2.350
185 O 1.62 -8.18 -2.85  S184 1.447
186 O 0.48 -10.46 -2.38  S184 1.478
187 F 1.37 -9.71 -4.48  S184 1.600
188 S 3.28 -9.87 -1.29  N183 1.760, S184 2.350, O189 1.438, O190 1.452, F191 1.586
189 O 2.30 -10.19 -0.30  S188 1.438
190 O 4.12 -8.70 -1.06  S188 1.452
191 F 4.34 -10.98 -0.88  S188 1.586

Its largest force on an atom is 11.5 eV Å⁻¹. Its total energy is -216297.2459 eV. For the HOMO energy, the calculation gives -9.804 eV. Its LUMO energy is -5.6 eV. The charge is +3.

These are the Löwdin partial charges, in e, on atoms 1 to 5: atom 1 (C): -0.08, atom 2 (C): -0.25, atom 3 (C): -0.16, atom 4 (C): -0.13, atom 5 (N): -0.23